{
  "formula": "C2H8N3P2",
  "method": "the ωB97M-V functional and the def2-TZVPD basis",
  "e_tot_ha": -927.6583,
  "homo_energy_ha": -0.5012,
  "charge": 1,
  "relative_energy_kcal_mol": 21.5,
  "smiles": "CNC(NP)=P#[NH+]",
  "species": ["C", "N", "C", "N", "P", "P", "N", "H", "H", "H", "H", "H", "H", "H", "H"],
  "xyz": [[-0.649, 2.408, -0.379], [0.223, 1.195, -0.324], [-0.251, 0.061, 0.061], [0.697, -1.078, 0.128], [2.336, -1.050, -0.030], [-2.076, -0.404, 0.326], [-1.842, -1.933, 0.453], [-1.551, 2.012, -0.752], [-0.118, 3.034, -1.045], [-0.732, 2.801, 0.585], [1.194, 1.420, -0.349], [0.215, -2.017, 0.443], [2.872, -1.806, 1.294], [2.393, -2.209, -0.816], [-2.711, -2.434, 0.405]],
  "mulliken_charge": [-0.8638, -0.1809, 0.5451, -0.2161, -0.2645, 0.1854, -0.4220, 0.3431, 0.3437, 0.3479, 0.2709, 0.3891, 0.1182, 0.1137, 0.2902]
}